No. 1
A structure of composition C18H34N3OPPdSeSi at a distorted geometry. Source: the Open Molecules 2025 dataset; level of theory: wB97M-V/def2-TZVPD.

XYZ file:
```
60
Properties=species:S:1:pos:R:3
Pd -0.1185 0.1798 -0.3243
Se 0.8649 0.0603 2.1724
P -0.2258 0.8508 -2.6148
Si -2.4722 1.7002 0.5773
O 0.7011 -2.2728 -2.7959
N 2.1400 -2.5117 2.5476
N -0.8329 2.1493 0.3550
N 0.1072 -2.4678 3.3390
C 1.1457 0.6589 -3.8002
C 0.1306 5.5285 0.9174
C 1.0378 -1.7049 2.6977
C 1.3942 3.1282 0.1132
C 2.1424 4.2934 0.2402
C -1.2304 -2.0100 3.6652
C -1.2278 -3.1086 -1.6418
C -0.6387 4.4018 0.8039
C 3.3647 -2.1206 1.9011
C 1.8878 -3.7695 3.0946
C 0.2517 -2.9760 -1.8784
C -0.0016 3.2035 0.4215
C -1.5941 0.0574 -3.5177
C 1.4860 5.4853 0.5788
C -0.6000 2.6211 -2.8179
C -3.0705 -0.0626 0.5191
C 1.1578 -3.5867 -0.8452
C 0.5926 -3.7454 3.5878
H -1.7264 -3.4459 -2.5798
H -1.2275 -0.9291 3.7755
H 0.2482 3.2174 -2.4631
H 4.1925 -2.6964 2.3315
H -3.3888 -0.3277 -0.4873
H 2.0414 6.4108 0.5987
H 1.8712 2.1654 -0.2037
H -1.4756 -3.7907 -0.8382
H -2.5301 0.2887 -2.9962
H -3.2205 2.4775 -0.4895
H -0.3856 6.4057 1.2730
H 0.0140 -4.4821 4.0737
H -1.4263 -1.0260 -3.5783
H 3.3300 -2.3021 0.8161
H 2.0273 1.1976 -3.4421
H -0.7475 2.7870 -3.8925
H 1.0885 -3.1043 0.1285
H -2.3814 -0.8165 0.8945
H 0.8442 -4.6294 -0.6590
H -1.5039 2.8933 -2.2647
H 3.2215 4.2604 0.0779
H -1.5959 0.4944 -4.5243
H -2.7455 2.1724 2.0152
H -3.9317 -0.0557 1.1896
H 3.5178 -1.0516 2.0671
H -0.6039 -0.0377 1.4086
H -1.6542 -2.1574 -1.3745
H 0.7465 1.1103 -4.7142
H 2.2443 -3.6046 -1.0861
H -1.5465 -2.4834 4.6095
H -1.7144 4.3115 0.9766
H 1.3496 -0.4064 -3.9320
H -1.9467 -2.2914 2.8818
H 2.6234 -4.5361 3.1121
```

For the lowest unoccupied orbital energy (alpha / beta), the calculation gives 0.268 / -0.586 eV. The energy relative to the best compared isomer or geometry (same formula, charge and spin) is 60.9 kcal/mol. As for the HOMO-LUMO gap (alpha / beta): 2.884 / 6.781 eV. As for the multiplicity: 5.

No. 2
A structure of composition C39H44I2N11OSTl. Source: the Open Molecules 2025 dataset; level of theory: wB97M-V/def2-TZVPD.

XYZ file:
```
99
Properties=species:S:1:pos:R:3
Tl -0.6101 -0.0719 -0.5079
I -0.5865 1.4386 -7.8284
I 3.2306 -0.0831 -3.4345
S 4.2258 -1.8865 1.4472
O 1.4113 2.1276 -2.0627
N -1.5591 -1.7978 -2.6170
N 1.6952 -1.7426 0.9376
N -3.2312 -0.3059 -0.1942
N -3.3371 -5.6520 -5.8815
N 3.7797 3.2202 0.8992
N -5.3552 -0.0447 0.7737
N -1.4933 2.2033 0.8653
N -2.6067 -2.6404 3.2601
N -1.3814 -1.2852 1.7711
N -3.6896 -1.0568 1.9731
N -1.8782 2.5692 -2.0048
C 1.1822 0.8876 -5.4346
C -2.2431 -2.8361 -2.1370
C -1.7987 -2.6926 -4.8191
C 2.7788 0.1166 4.6452
C 3.4890 -3.2263 0.6227
C -0.5875 2.5213 -4.9978
C -2.4806 -1.6780 2.3024
C 1.8963 -5.0727 -0.6549
C -2.9708 -4.8173 -5.1830
C 4.0740 -4.4030 0.1659
C 2.6705 -1.0971 1.4705
C 3.2617 -5.3198 -0.4738
C 4.1405 1.7449 0.8834
C 2.3138 3.4312 1.0859
C -4.0496 -0.4533 0.7795
C 1.6253 1.0367 -4.1482
C 1.9904 -0.0505 3.5569
C -2.6831 3.2600 -1.0077
C -2.2764 4.4297 1.1756
C 4.2557 3.8853 -0.3463
C -1.4107 -3.1721 3.8863
C 0.0848 1.6442 -5.8703
C -1.3455 -1.7341 -3.9290
C -3.8043 -3.4530 3.4525
C 0.9897 1.9506 -3.2191
C -1.1064 2.1893 2.1418
C 4.5127 1.1586 3.2772
C -2.5000 -3.7794 -4.3079
C -2.0900 3.2973 0.3867
C 1.3178 -3.9032 -0.2062
C 3.7418 1.0639 2.1540
C 2.4776 0.2517 2.1651
C -2.7288 -3.8549 -2.9373
C -0.9610 3.4712 -2.7132
C -1.2532 3.2718 2.9936
C -0.1712 2.6672 -3.7046
C 2.1230 -2.9648 0.4393
C -1.8471 4.4203 2.4919
C 4.0784 0.6599 4.5196
H 4.2578 3.6377 1.6978
H -0.7777 -0.8784 -4.2815
H 2.4165 -0.1623 5.6261
H -2.4817 2.1307 -2.6895
H 2.0175 3.0829 2.0722
H -0.5874 -1.8781 1.9892
H -0.9171 3.2151 4.0208
H -5.7384 0.3317 -0.0735
H -0.2973 3.9216 -1.9748
H -0.6871 -2.3759 4.0575
H 4.7215 0.7328 5.3854
H -0.6785 1.2503 2.4835
H 1.2885 -5.8150 -1.1565
H -1.4482 3.0787 -5.3474
H 5.1292 -4.5972 0.3078
H 5.4845 1.6427 3.2220
H 2.0892 4.4909 0.9940
H -2.7661 5.3028 0.7619
H -1.6161 -2.6030 -5.8806
H -0.9412 -3.9583 3.2854
H -3.2763 -4.6865 -2.5163
H -6.0157 -0.3564 1.4628
H 5.3188 3.6982 -0.4773
H -1.4990 4.2769 -3.2289
H 3.6881 -6.2441 -0.8406
H -2.4114 -2.8344 -1.0648
H -2.9013 4.2892 -1.3174
H -3.6749 0.0966 -1.0135
H 4.0778 4.9558 -0.2853
H -1.6837 -3.5957 4.8512
H -1.9872 5.2911 3.1197
H 3.7074 3.4612 -1.1850
H 3.6216 1.3206 0.0256
H 1.6697 0.1981 -6.1103
H 1.6812 0.7260 1.5778
H -4.3882 -1.0612 2.6947
H -4.1974 -3.3379 4.4641
H 1.0030 -0.4908 3.6320
H 5.2163 1.6866 0.7200
H 1.7877 2.8675 0.3176
H -3.5592 -4.5064 3.3028
H 0.2642 -3.6924 -0.3458
H -3.6416 2.7417 -0.9202
H -4.5778 -3.1966 2.7346
```

Its total charge is +2. For the lowest unoccupied orbital energy (alpha / beta), the calculation gives -5.522 / -6.658 eV. The energy relative to the best compared isomer or geometry (same formula, charge and spin) is 33.6 kcal/mol. As for the HOMO-LUMO gap (alpha / beta): 7.014 / 5.437 eV.

No. 3
The molecule C7H14N2 at a distorted geometry. Source: the Open Molecules 2025 dataset; level of theory: wB97M-V/def2-TZVPD.

XYZ file:
```
23
Properties=species:S:1:pos:R:3
N 2.0288 -0.2872 -0.6693
N -0.0066 0.5394 -0.3110
C 0.7193 -0.6267 -0.1011
C 2.1656 1.1670 -0.4166
C -1.1063 0.6595 0.5907
C -2.3105 -0.3412 0.4161
C 0.8988 1.6100 -0.1590
C 3.1028 -0.9869 0.1100
C -3.0846 -0.2676 -0.8807
H 4.0705 -0.8338 -0.3656
H -0.9577 0.5507 1.6459
H 0.7264 -0.6813 0.9962
H 0.6648 2.5726 0.2253
H -1.8075 -1.2769 0.5186
H 3.0833 1.7319 -0.4757
H -2.3449 0.1303 -1.8263
H 0.3459 -1.4931 -0.6882
H -2.9807 -0.2456 1.3117
H -3.9880 0.5163 -0.8557
H 2.8418 -2.1227 0.1205
H -1.4543 1.6185 0.5008
H -3.6053 -1.3540 -0.9710
H 2.9984 -0.5792 1.2843
```

As for the SMILES: CCCN1C=CN(C)C1. For the lowest unoccupied orbital energy, the calculation gives 1.098 eV. The energy relative to the best compared isomer or geometry (same formula, charge and spin) is 80.0 kcal/mol. As for the HOMO-LUMO gap: 8.601 eV.

No. 4
A cluster of 2 separate species, C24H27NO4 in total at a distorted geometry. Source: the Open Molecules 2025 dataset; level of theory: wB97M-V/def2-TZVPD.

XYZ file:
```
56
Properties=species:S:1:pos:R:3
O -1.2343 1.3825 2.7085
O -0.6846 -2.1114 -0.3266
O -2.6428 -1.8152 0.7331
O -2.9028 -0.0583 2.2675
N 0.2197 -0.0676 -4.1179
C -0.8135 -0.3004 1.1013
C 2.0341 -3.8327 -4.6866
C 2.5270 -2.6644 3.1507
C 1.3508 -0.7731 2.2098
C 0.2889 -0.9084 -3.0970
C 1.8326 -2.5446 -4.1946
C -0.0755 1.3582 -3.9565
C 1.3459 -4.9160 -4.1143
C -1.6076 0.4139 2.0729
C -2.2788 -2.2863 3.1108
C 2.0799 -0.7106 4.5163
C -1.3544 -1.4442 0.4469
C 2.6446 -1.9835 4.3688
C -3.0658 -1.4739 2.0799
C -0.1279 0.7347 -6.3463
C 0.7491 -2.2655 -3.3085
C 0.2504 -0.5036 -5.5197
C 0.6336 -0.0866 1.0496
C 0.0896 -3.3803 -2.7363
C -4.5759 -1.7482 2.1492
C 1.8669 -2.0663 2.0697
C 0.4222 -4.6788 -3.0917
C 1.4245 -0.1118 3.4352
C -0.1267 1.9295 -5.3808
H -5.0862 -1.1152 1.4155
H -0.4480 -1.3367 -5.7092
H 1.7143 -2.6090 1.1313
H -0.1090 -0.5815 -2.1322
H 0.5922 0.8557 -7.1603
H -1.0395 1.5202 -3.4499
H 2.4905 -1.7327 -4.5179
H 2.1139 -0.1989 5.4803
H -4.7848 -2.8026 1.9425
H 0.9840 -0.5139 0.1086
H 0.7583 2.5427 -5.5683
H 3.1637 -2.4483 5.2114
H 1.5482 -5.9335 -4.4601
H 0.8159 0.9956 1.0970
H -1.1195 0.5836 -6.7826
H -1.1949 -2.0938 3.0584
H -2.4687 -3.3548 2.9383
H -2.6564 -2.0154 4.1052
H 0.9202 0.8527 3.5430
H -1.0126 2.5563 -5.5139
H -0.7001 -3.2110 -2.0093
H 0.6965 1.8577 -3.3531
H 2.7478 -4.0001 -5.4967
H 2.9217 -3.6796 3.0559
H 1.2487 -0.8612 -5.8082
H -4.9264 -1.5011 3.1563
H -0.0614 -5.5182 -2.5830
```

For the lowest unoccupied orbital energy, the calculation gives -1.919 eV. The energy relative to the best compared isomer or geometry (same formula, charge and spin) is 62.4 kcal/mol. As for the HOMO-LUMO gap: 4.322 eV.

No. 5
A structure of composition C43H43N6O6ReS4Si at a distorted geometry. Source: the Open Molecules 2025 dataset; level of theory: wB97M-V/def2-TZVPD.

XYZ file:
```
104
Properties=species:S:1:pos:R:3
Re 0.2547 0.9754 0.9133
S -0.0489 0.6386 -6.1157
S 1.5067 -0.4612 -0.6727
S -2.8512 -1.7265 2.8283
S 0.9246 1.0305 -3.3340
Si 2.0788 -3.4899 2.8434
O -0.3403 7.6691 -2.0680
O 6.2326 3.1810 0.1869
O -1.5817 7.9198 -0.2093
O -2.5896 3.6455 2.4728
O -0.9791 2.1386 2.2605
O 4.8367 -1.0765 -0.4575
N -0.2779 3.1104 -0.1371
N 0.0312 -1.2145 -4.1282
N 5.8999 0.9639 0.1081
N -1.2749 -0.3886 1.2599
N 0.3771 -1.4163 -2.8416
N 1.9600 1.9443 1.4561
C 5.3793 -0.3078 0.5648
C 3.1307 1.9566 0.7866
C -0.4152 -0.6246 3.5679
C -1.6747 -4.4322 -4.5071
C 4.3718 2.7144 2.6892
C -0.9011 7.3224 -1.0337
C 0.9581 -0.9236 3.5320
C -1.8154 -4.5295 -5.8816
C -4.6612 -1.5306 0.6672
C 0.3478 3.6858 -1.1560
C -1.0967 3.8421 0.6196
C -0.1541 0.3877 5.7477
C -1.6365 3.1676 1.8844
C -3.9547 -0.2774 -1.2964
C 5.5748 2.2185 0.5157
C 2.6849 -4.2828 1.2175
C 3.1668 2.7234 3.3819
C -1.0586 -3.3320 -3.9481
C -4.3625 1.9040 -2.3484
C -0.9564 0.0068 4.6926
C -2.4275 -0.6073 0.5404
C 0.5095 -4.3530 3.5006
C 0.2489 0.0357 -4.6226
C -0.6934 5.7811 -0.7024
C -0.6935 -2.4175 -6.1444
C 1.2073 0.1394 5.6970
C 4.3413 2.2981 1.3608
C -3.1801 0.1143 -3.6536
C -5.6109 -0.0739 -3.2181
C -4.9173 -0.9965 -0.5811
C -1.3531 -0.8926 2.4775
C 3.4366 -3.5903 4.1834
C 2.0063 2.3397 2.7508
C -4.2786 0.3950 -2.6213
C 0.1876 5.0229 -1.4607
C -1.3235 -3.5208 -6.6901
C -0.5730 -2.3109 -4.7652
C 1.5885 -1.6831 2.4154
C 0.8457 -0.3869 -2.2515
C -3.4178 -1.3217 1.2334
C 1.7439 -0.5141 4.6034
C -1.3579 5.1783 0.3522
C -2.7002 -0.1044 -0.7283
H 0.9130 -1.7429 1.5634
H 3.0955 1.6691 -0.2561
H 3.1194 -3.1266 5.1116
H -6.4500 0.2020 -2.5836
H -5.6128 -1.1524 -3.3676
H -0.5854 0.8915 6.5985
H -1.4324 -3.5815 -7.7621
H -5.9080 -1.1208 -0.9855
H -5.7574 0.4035 -4.1853
H 2.4805 -1.1531 2.0812
H 0.7315 5.4792 -2.2712
H 3.4929 -3.7064 0.7767
H 3.9468 -0.7672 -0.6913
H 5.2919 3.0268 3.1550
H -5.4239 -2.0677 1.2099
H -4.5603 2.4465 -3.2696
H -1.9238 0.4661 -1.2209
H 4.6562 -0.1153 1.3678
H -2.3046 -5.3871 -6.3184
H 3.6724 -4.6270 4.3989
H 0.6969 -5.3942 3.7459
H 1.8480 0.4671 6.5035
H 1.0601 2.3570 3.2813
H -2.0574 -5.2106 -3.8631
H -3.0252 -0.9574 -3.7739
H -3.4351 2.2756 -1.9198
H 1.8877 -4.3174 0.4808
H -3.4664 0.5285 -4.6182
H -2.2389 0.5737 -3.3668
H 2.8057 -0.7064 4.5597
H 1.0115 3.0519 -1.7287
H -0.3133 -1.6421 -6.7844
H 0.1431 -3.8616 4.3980
H 6.6743 0.9089 -0.5409
H -5.1650 2.1114 -1.6438
H 4.3563 -3.1077 3.8736
H -0.2854 -4.3202 2.7613
H -2.0106 0.2406 4.7058
H -0.9497 -3.2436 -2.8798
H 6.2111 -0.9041 0.9638
H 3.1352 3.0115 4.4211
H -2.0434 5.7354 0.9726
H 3.0441 -5.2972 1.3645
```

Its total charge is -1. For the lowest unoccupied orbital energy (alpha / beta), the calculation gives 1.234 / 1.183 eV. The energy relative to the best compared isomer or geometry (same formula, charge and spin) is 22.4 kcal/mol. As for the HOMO-LUMO gap (alpha / beta): 6.437 / 5.999 eV. As for the multiplicity: 2.

No. 6
The molecule C5H10N4O2 at a distorted geometry. Source: the Open Molecules 2025 dataset; level of theory: wB97M-V/def2-TZVPD.

XYZ file:
```
21
Properties=species:S:1:pos:R:3
O 1.3629 0.9435 -1.7474
O -3.0559 -0.7000 -0.9281
N 0.4856 -0.0250 -1.1842
N -1.7130 0.4100 0.7662
N 2.1934 -0.6876 0.3306
N -1.2557 -1.7759 0.0433
C -2.5732 1.5296 0.8066
C 3.1499 0.4682 0.3513
C -1.9741 -0.5384 -0.0569
C 0.9128 -0.6887 -0.1664
C 0.0062 -1.7878 0.1208
H 4.0977 0.0922 0.8089
H 3.5213 0.7260 -0.5468
H -2.6280 2.0480 -0.1790
H -3.4981 1.0770 1.1855
H -3.4033 -1.5815 -0.8605
H 2.8173 1.2542 0.9705
H 1.0235 1.1619 -2.5339
H 0.3915 -2.8448 0.1570
H -2.1604 2.1995 1.6063
H 2.2995 -1.2803 1.0563
```

As for the SMILES: C/N=C(O)/N=C\C(=N\O)NC. For the lowest unoccupied orbital energy, the calculation gives 0.479 eV. The energy relative to the best compared isomer or geometry (same formula, charge and spin) is 80.2 kcal/mol. As for the HOMO-LUMO gap: 8.894 eV.

What did the third record say?
The molecule C7H14N2 at a distorted geometry. Source: the Open Molecules 2025 dataset; level of theory: wB97M-V/def2-TZVPD.

XYZ file:
```
23
Properties=species:S:1:pos:R:3
N 2.0288 -0.2872 -0.6693
N -0.0066 0.5394 -0.3110
C 0.7193 -0.6267 -0.1011
C 2.1656 1.1670 -0.4166
C -1.1063 0.6595 0.5907
C -2.3105 -0.3412 0.4161
C 0.8988 1.6100 -0.1590
C 3.1028 -0.9869 0.1100
C -3.0846 -0.2676 -0.8807
H 4.0705 -0.8338 -0.3656
H -0.9577 0.5507 1.6459
H 0.7264 -0.6813 0.9962
H 0.6648 2.5726 0.2253
H -1.8075 -1.2769 0.5186
H 3.0833 1.7319 -0.4757
H -2.3449 0.1303 -1.8263
H 0.3459 -1.4931 -0.6882
H -2.9807 -0.2456 1.3117
H -3.9880 0.5163 -0.8557
H 2.8418 -2.1227 0.1205
H -1.4543 1.6185 0.5008
H -3.6053 -1.3540 -0.9710
H 2.9984 -0.5792 1.2843
```

As for the SMILES: CCCN1C=CN(C)C1. For the lowest unoccupied orbital energy, the calculation gives 1.098 eV. The energy relative to the best compared isomer or geometry (same formula, charge and spin) is 80.0 kcal/mol. As for the HOMO-LUMO gap: 8.601 eV.